1.
Here is the molecule C5H10O2 from the OMol25 dataset. Energies are from ωB97M-V with the def2-TZVPD basis set.

Last column: Mulliken charge in e.
CARTESIAN COORDINATES (ANGSTROEM)
C1 -1.005 0.971 -1.699  -0.82
O1 -0.024 0.467 -0.826  -0.44
C2 -0.496 0.190 0.488  0.70
C3 -1.184 -1.142 0.603  -1.53
C4 0.544 -0.209 1.474  -0.76
C5 1.809 -0.648 0.796  -0.13
O2 2.188 0.714 0.635  -0.51
H1 -1.475 1.875 -1.289  0.33
H2 -1.792 0.230 -1.890  0.28
H3 -0.508 1.220 -2.640  0.26
H4 -1.133 1.022 0.827  0.42
H5 -2.250 -1.141 0.512  0.45
H6 -0.817 -1.932 -0.033  0.35
H7 -1.025 -1.424 1.654  0.47
H8 2.541 -1.097 1.467  0.31
H9 1.769 -1.183 -0.161  0.18
H10 1.692 1.024 -0.146  0.41

---

2.
Here is a structure of composition C5H10O2 from the OMol25 dataset. Energies are from ωB97M-V with the def2-TZVPD basis set.

Last column: Mulliken charge in e.
CARTESIAN COORDINATES (ANGSTROEM)
O1 2.740 -0.165 1.026  -0.53
C1 1.676 -0.549 0.170  -0.62
C2 0.315 -0.013 0.487  0.12
C3 -0.445 1.242 0.161  -0.61
C4 -1.910 0.722 0.030  -0.47
O2 -1.942 -0.594 -0.471  -0.38
C5 -0.688 -0.921 -0.913  -0.49
H1 3.377 -0.896 1.061  0.34
H2 1.786 -0.354 -0.903  0.23
H3 1.517 -1.627 0.287  0.30
H4 0.279 -0.049 1.615  0.24
H5 -0.453 2.024 0.930  0.34
H6 -0.118 1.671 -0.784  0.29
H7 -2.476 1.367 -0.642  0.31
H8 -2.407 0.674 1.004  0.31
H9 -0.586 -0.521 -1.976  0.26
H10 -0.664 -2.013 -1.082  0.36

---

3.
Here is the molecule C5H10O2 from the OMol25 dataset. Energies are from ωB97M-V with the def2-TZVPD basis set.

Last column: Mulliken charge in e.
CARTESIAN COORDINATES (ANGSTROEM)
O1 -0.038 0.115 2.487  -0.50
C1 0.089 0.979 1.374  -0.81
C2 0.477 0.124 0.190  0.32
C3 -0.538 -1.011 -0.043  -0.69
C4 -0.326 -1.295 -1.525  -0.44
O2 -0.093 -0.034 -2.123  -0.40
C5 0.483 0.853 -1.159  -0.60
H1 -0.329 0.635 3.244  0.30
H2 -0.865 1.486 1.153  0.36
H3 0.854 1.748 1.548  0.35
H4 1.465 -0.315 0.380  0.32
H5 -0.344 -1.840 0.643  0.35
H6 -1.548 -0.627 0.157  0.29
H7 -1.191 -1.730 -2.029  0.32
H8 0.536 -1.965 -1.672  0.25
H9 -0.129 1.767 -1.149  0.31
H10 1.497 1.111 -1.477  0.26

---

It is 1 that is the least stable of them.

---

1.
Here is the molecule C5H10O2 from the OMol25 dataset. Energies are from ωB97M-V with the def2-TZVPD basis set.

Last column: Mulliken charge in e.
CARTESIAN COORDINATES (ANGSTROEM)
C1 -0.143 -0.898 2.533  -1.03
C2 0.144 -0.823 1.060  0.05
C3 -0.219 1.096 -0.978  -0.50
C4 -0.825 -0.074 -1.801  -0.30
O1 0.054 -1.159 -1.974  -0.56
C5 1.133 0.791 -0.356  -0.49
O2 0.966 0.182 0.945  -0.25
H1 -1.128 -0.410 2.627  0.26
H2 -0.257 -1.914 2.913  0.28
H3 0.573 -0.314 3.123  0.30
H4 -0.103 1.987 -1.603  0.37
H5 -0.899 1.371 -0.163  0.26
H6 -1.077 0.285 -2.802  0.36
H7 -1.754 -0.414 -1.325  0.21
H8 0.118 -1.558 -1.085  0.35
H9 1.678 1.705 -0.116  0.34
H10 1.738 0.149 -0.998  0.35

---

2.
Here is the molecule C5H10O2 from the OMol25 dataset. Energies are from ωB97M-V with the def2-TZVPD basis set.

Last column: Mulliken charge in e.
CARTESIAN COORDINATES (ANGSTROEM)
C1 -0.689 0.154 2.355  -0.72
O1 -0.223 -0.159 1.050  -0.11
C2 -1.022 0.687 -0.248  -0.49
C3 0.961 0.533 0.541  -0.57
C4 0.393 0.597 -0.866  0.13
C5 0.734 -0.666 -1.664  -0.64
O2 -0.148 -0.871 -2.745  -0.50
H1 -1.697 -0.259 2.424  0.27
H2 -0.731 1.239 2.487  0.36
H3 -0.035 -0.325 3.090  0.28
H4 -1.654 -0.146 -0.621  0.07
H5 1.033 1.518 1.010  0.31
H6 1.861 -0.063 0.734  0.32
H7 0.660 1.497 -1.430  0.40
H8 1.735 -0.599 -2.105  0.33
H9 0.731 -1.533 -0.980  0.26
H10 -1.038 -0.919 -2.367  0.31

---

3.
Here is the molecule C5H10O2 from the OMol25 dataset. Energies are from ωB97M-V with the def2-TZVPD basis set.

Last column: Mulliken charge in e.
CARTESIAN COORDINATES (ANGSTROEM)
C1 -1.524 1.790 0.298  -1.41
C2 -0.893 0.462 0.618  0.42
O1 0.502 0.581 0.981  -0.46
C3 0.818 -0.628 0.281  0.17
C4 2.130 -0.621 -0.467  -1.40
C5 -0.511 -0.515 -0.494  -0.16
O2 -1.225 -1.708 -0.633  -0.51
H1 -2.580 1.658 0.038  0.36
H2 -1.462 2.450 1.169  0.33
H3 -1.002 2.268 -0.537  0.32
H4 -1.456 -0.071 1.402  0.28
H5 0.810 -1.480 0.999  0.42
H6 2.951 -0.308 0.185  0.35
H7 2.364 -1.626 -0.843  0.32
H8 2.067 0.068 -1.311  0.31
H9 -0.395 -0.028 -1.472  0.29
H10 -0.592 -2.293 -0.214  0.36

---

It is 2 that is the least stable of them.

---

1.
Here is the molecule C4H9NO2 from the OMol25 dataset. Energies are from ωB97M-V with the def2-TZVPD basis set.

Last column: Mulliken charge in e.
CARTESIAN COORDINATES (ANGSTROEM)
C1 1.448 -0.180 -1.449  -0.75
N1 1.898 -0.080 -0.087  -0.42
C2 1.320 0.461 0.888  0.08
O1 0.068 0.953 1.127  -0.37
C3 -0.991 0.881 0.155  -0.29
C4 -1.796 -0.403 0.297  -0.45
O2 -1.050 -1.559 -0.012  -0.52
H1 2.276 -0.610 -2.016  0.27
H2 0.548 -0.790 -1.576  0.27
H3 1.274 0.831 -1.839  0.33
H4 2.000 0.645 1.714  0.38
H5 -1.641 1.741 0.353  0.34
H6 -0.607 0.985 -0.860  0.18
H7 -2.213 -0.454 1.314  0.30
H8 -2.639 -0.382 -0.405  0.32
H9 -0.370 -1.660 0.668  0.32

---

2.
Here is the molecule C4H9NO2 from the OMol25 dataset. Energies are from ωB97M-V with the def2-TZVPD basis set.

Last column: Mulliken charge in e.
CARTESIAN COORDINATES (ANGSTROEM)
C1 -2.070 -0.054 -0.435  -1.31
C2 -0.574 0.223 -0.468  0.53
O1 -0.304 1.487 0.146  -0.57
C3 0.205 -0.835 0.305  -0.79
C4 1.724 -0.762 0.214  0.40
N1 2.245 0.467 0.505  -0.38
O2 2.406 -1.741 -0.028  -0.63
H1 -2.426 -0.017 0.600  0.32
H2 -2.301 -1.038 -0.854  0.36
H3 -2.617 0.700 -1.014  0.37
H4 -0.216 0.234 -1.509  0.26
H5 -0.682 2.178 -0.411  0.33
H6 -0.052 -0.730 1.369  0.36
H7 -0.092 -1.835 -0.018  0.31
H8 3.151 0.493 0.938  0.22
H9 1.603 1.231 0.659  0.23

---

It is 1 that is the least stable of them.